The following is a quantum chemistry calculation of a molecular structure, C19H27AlN2 at a distorted geometry, from OMol25.

Values from the calculation:
* net charge: +2
* LUMO energy (spin up / spin down): -10.77 / -9.64 eV
* gap between HOMO and LUMO (spin up / spin down): 4.9 / 6.2 eV
* ΔE to the lowest compared entry with this formula, charge and spin: 0.000 eV

Each line ends with the Löwdin charge.
CARTESIAN COORDINATES (ANGSTROEM)
C1 1.280 -0.912 1.461  -0.1201
H1 1.557 -0.344 2.367  0.1078
H2 0.902 -1.908 1.767  0.0941
H3 -1.063 -0.406 2.235  0.1136
C2 2.566 -1.120 0.649  -0.2757
H4 2.375 -1.276 -0.421  0.0905
H5 3.161 -0.199 0.696  0.1159
C3 3.360 -2.306 1.209  -0.0648
H6 4.328 -2.437 0.714  0.1008
H7 3.530 -2.159 2.280  0.0929
H8 2.781 -3.229 1.096  0.0799
C4 -1.087 0.122 -1.742  -0.1533
C5 -0.153 -0.857 -2.105  -0.1612
C6 -0.329 -2.005 -1.274  -0.1624
C7 -1.360 -1.737 -0.347  -0.2223
C8 -1.815 -0.355 -0.574  -0.3330
C9 -3.176 0.143 -0.217  -0.0145
C10 -2.106 -2.760 0.437  0.0281
C11 0.377 -3.304 -1.402  0.0162
C12 0.784 -0.747 -3.246  0.0103
C13 -1.458 1.325 -2.513  0.0258
Al1 -0.361 0.003 0.863  0.5097
H9 -2.747 -2.289 1.189  0.0949
H10 -2.744 -3.371 -0.228  0.1397
H11 -1.429 -3.452 0.957  0.1092
H12 -3.484 -0.187 0.780  0.0929
H13 -3.219 1.238 -0.251  0.0944
H14 -3.890 -0.251 -0.958  0.1220
H15 -0.577 1.810 -2.948  0.0993
H16 -2.147 1.081 -3.339  0.1388
H17 -1.961 2.060 -1.875  0.0975
H18 1.677 -1.361 -3.083  0.0914
H19 0.335 -1.070 -4.198  0.1244
H20 1.102 0.296 -3.362  0.0933
H21 0.565 -3.753 -0.415  0.0984
H22 -0.209 -4.032 -1.985  0.1254
H23 1.343 -3.180 -1.905  0.0934
N1 -1.170 4.535 4.733  0.2234
C14 -0.693 4.206 3.714  -0.1308
C15 -0.143 3.756 2.456  -0.1656
C16 0.621 4.605 1.658  0.0554
C17 1.137 4.118 0.461  0.0172
C18 0.895 2.784 0.097  -0.0336
N2 0.134 1.960 0.880  0.0285
C19 -0.382 2.453 2.047  -0.0297
H24 0.802 5.622 1.995  0.1515
H25 1.745 4.767 -0.176  0.1387
H26 1.328 2.363 -0.823  0.1378
H27 -0.980 1.761 2.642  0.1139

The following is a quantum chemistry calculation of a molecular structure, C19H27B2Br3CaCl4F6MgN2O8S at a distorted geometry, from OMol25.

Values from the calculation:
* LUMO energy: -6.04 eV
* gap between HOMO and LUMO: 1.4 eV

Each line ends with the Löwdin charge.
CARTESIAN COORDINATES (ANGSTROEM)
C1 1.028 -0.997 2.163  -0.1551
N1 1.293 -1.247 0.742  -0.1060
C2 2.528 -0.566 0.255  -0.0383
B1 0.133 -1.020 -0.123  -0.4589
O1 0.115 -1.747 -1.343  0.1473
B2 -1.154 0.014 0.163  -0.1562
C3 -1.051 1.541 0.706  -0.1872
C4 0.359 2.209 0.596  -0.2253
O2 0.658 2.997 1.466  0.0420
C5 -2.668 -0.545 -0.168  0.0005
C6 -3.593 -0.655 1.105  -0.3702
O3 -4.742 -0.702 0.954  0.2086
F1 -3.055 -0.681 2.462  -0.1916
H1 1.994 -1.202 2.714  0.1068
H2 0.753 0.097 2.425  0.0531
H3 0.289 -1.790 2.534  0.1043
H4 3.142 -1.350 -0.273  0.1161
H5 3.164 -0.217 1.118  0.0692
H6 2.347 0.243 -0.502  0.0848
H7 -0.489 -1.303 -1.971  0.1047
H8 -1.747 2.155 0.051  0.1154
H9 -1.414 1.653 1.781  -0.1892
H10 1.097 2.056 -0.236  0.1459
H11 -3.178 0.173 -0.867  0.1261
H12 -2.582 -1.530 -0.743  0.1095
C7 -4.488 -3.183 -1.622  -0.3409
O4 -3.467 -2.740 -2.347  -0.1683
H13 -5.160 -3.921 -2.098  0.0728
H14 -4.242 -3.701 -0.671  0.0420
H15 -5.219 -2.424 -1.261  0.0847
Mg1 -2.796 2.414 2.624  0.8134
F2 4.933 0.486 1.552  -0.3838
C8 1.482 -0.883 5.557  -0.4310
O5 2.297 -1.383 4.667  -0.2254
H16 0.362 -0.998 5.351  -0.0314
H17 1.539 -1.294 6.585  0.0857
H18 1.553 0.212 5.758  0.0748
F3 -2.682 1.882 -2.151  0.0249
C9 -3.010 3.174 -2.391  -0.2985
C10 -2.024 4.142 -2.344  -0.0220
C11 -2.361 5.466 -2.595  -0.0709
C12 -3.679 5.804 -2.880  -0.0806
C13 -4.660 4.820 -2.919  -0.0685
C14 -4.323 3.495 -2.678  -0.0470
H19 -1.003 3.859 -2.113  0.1143
H20 -1.596 6.233 -2.569  0.1109
H21 -3.941 6.838 -3.072  0.1072
H22 -5.687 5.084 -3.137  0.1106
H23 -5.072 2.713 -2.713  0.0985
C15 -3.157 -6.622 0.593  -0.0515
C16 -4.390 -5.801 0.598  -0.2654
N2 -5.345 -5.166 0.602  0.1407
H24 -2.422 -6.181 -0.081  0.0840
H25 -2.737 -6.666 1.598  0.0799
H26 -3.386 -7.632 0.258  0.0837
C17 -5.862 2.015 -6.425  -1.6161
Br1 -5.352 3.696 -7.233  0.5644
Br2 -4.388 1.199 -5.478  0.5944
Br3 -7.421 2.204 -5.296  0.5568
H27 -6.133 1.343 -7.233  -0.0286
Ca1 -1.122 -0.084 3.636  1.2579
C18 8.063 -2.845 1.766  -0.6416
F4 9.262 -3.432 1.929  0.1210
F5 7.140 -3.818 1.882  0.1196
F6 7.890 -2.026 2.815  0.1270
S1 7.938 -1.950 0.151  0.5054
O6 8.142 -2.963 -0.863  -0.2186
O7 8.987 -0.950 0.185  -0.2593
O8 6.592 -1.379 0.129  -0.2101
C19 9.541 2.674 1.784  -2.0392
Cl1 10.418 2.044 3.192  0.5055
Cl2 7.962 1.890 1.672  0.5555
Cl3 9.323 4.428 1.962  0.4907
Cl4 10.474 2.344 0.313  0.5163

The following is a quantum chemistry calculation of 2 unconnected molecules or ions with the total composition C19H27B2F3O10P, from OMol25.

Values from the calculation:
* net charge: -1
* LUMO energy: 1.99 eV
* gap between HOMO and LUMO: 8.5 eV

Each line ends with the Löwdin charge.
CARTESIAN COORDINATES (ANGSTROEM)
C1 2.271 5.524 1.872  -0.1182
C2 2.236 4.346 2.848  -0.2559
C3 2.729 3.033 2.241  -0.1900
C4 2.050 2.706 0.921  -0.2886
O1 2.336 1.378 0.510  -0.3343
P1 1.021 0.359 0.104  0.9294
F1 -0.279 -0.696 -0.347  -0.2921
C5 0.279 0.412 1.786  -0.1726
O2 -0.962 1.116 1.801  -0.0455
C6 -1.706 0.968 2.913  -0.5334
C7 -3.094 1.508 2.722  0.0293
O3 -1.282 0.488 3.932  0.1109
C8 0.521 1.341 -1.364  -0.1272
C9 -0.813 2.061 -1.329  -0.3733
O4 -1.114 2.809 -0.431  0.0956
C10 -1.709 1.891 -2.513  -0.1553
C11 -1.932 0.640 -3.081  -0.0215
C12 -2.783 0.517 -4.166  -0.0694
C13 -3.391 1.645 -4.703  -0.0880
C14 -3.171 2.891 -4.137  -0.0838
C15 -2.340 3.016 -3.038  -0.0236
B1 2.291 -1.097 -0.226  -0.6159
O5 3.251 -0.876 -1.201  0.1378
O6 2.229 -2.227 0.506  0.0623
C16 1.422 -3.335 0.035  -0.1973
C17 1.610 -3.638 -1.435  -0.0673
H1 3.206 5.558 1.311  0.0729
H2 1.460 5.444 1.146  0.0681
H3 2.127 6.468 2.396  0.0647
H4 2.854 4.588 3.713  0.1006
H5 1.204 4.212 3.179  0.1067
H6 3.805 3.106 2.062  0.1170
H7 2.568 2.223 2.951  0.1054
H8 2.435 3.388 0.155  0.1199
H9 0.970 2.890 0.984  0.1074
H10 0.097 -0.630 2.055  0.1192
H11 0.979 0.816 2.510  0.1000
H12 -3.786 0.884 3.279  0.0884
H13 -3.351 1.557 1.669  0.0837
H14 -3.121 2.520 3.126  0.0907
H15 0.496 0.613 -2.174  0.0857
H16 1.276 2.079 -1.636  0.1156
H17 -1.464 -0.233 -2.645  0.1125
H18 -2.962 -0.461 -4.592  0.1067
H19 -4.039 1.547 -5.563  0.1000
H20 -3.651 3.768 -4.550  0.1000
H21 -2.164 3.977 -2.576  0.1154
H22 2.872 -0.955 -2.082  0.1031
H23 1.692 -4.202 0.632  0.1276
H24 0.370 -3.130 0.232  0.1142
H25 1.025 -2.972 -2.074  0.0823
H26 2.661 -3.638 -1.724  0.0845
H27 1.218 -4.639 -1.613  0.0687
B2 -0.155 -7.643 1.105  -1.0487
O7 0.035 -6.750 -0.093  0.1931
C18 -1.043 -6.030 -0.297  -0.4207
O8 -1.192 -5.214 -1.169  0.1067
C19 -2.081 -6.397 0.790  -0.4216
O9 -3.177 -5.915 0.893  0.1177
O10 -1.545 -7.312 1.565  0.2053
F2 0.771 -7.327 2.083  0.1470
F3 -0.067 -8.971 0.733  0.1483

The following is a quantum chemistry calculation of 2 unconnected molecules or ions with the total composition C19H27BF2IN4O10P2S3 at a distorted geometry, from OMol25.

Values from the calculation:
* net charge: -1
* LUMO energy: 0.96 eV
* gap between HOMO and LUMO: 7.6 eV
* ΔE to the lowest compared entry with this formula, charge and spin: 10.171 eV

Each line ends with the Löwdin charge.
CARTESIAN COORDINATES (ANGSTROEM)
C1 -0.900 5.627 -0.076  -0.1308
C2 -0.141 5.321 1.333  -0.2476
C3 -0.812 4.059 2.058  -0.2055
C4 0.218 3.062 2.784  -0.1679
C5 -0.042 1.570 2.230  -0.0814
C6 -1.300 0.811 2.802  -0.1221
C7 -2.320 1.491 3.840  -0.6075
I1 -4.349 1.725 2.969  0.8459
C8 -2.342 0.745 5.286  -0.2648
C9 -3.800 0.249 5.748  -0.2166
C10 -1.502 -0.661 2.291  0.0578
B1 -2.723 -1.641 2.806  -0.5516
N1 -2.504 -2.306 4.145  0.1178
O1 -3.936 -1.872 2.068  0.0475
C11 -0.549 -1.347 1.265  -0.1232
C12 0.643 -0.508 0.738  -0.3210
C13 0.928 0.974 1.190  -0.1545
P1 2.397 1.801 0.400  0.6494
O2 2.546 3.304 0.637  -0.3408
O3 3.829 0.926 0.800  -0.2056
O4 2.258 1.624 -1.314  -0.2230
S1 1.707 -1.400 -0.514  0.9389
C14 0.382 -2.253 -1.519  -0.2806
C15 -0.772 -2.877 -0.646  -0.1754
C16 -1.910 -3.615 -1.386  -0.0104
C17 -1.903 -3.675 -2.931  -0.0762
C18 -0.768 -3.006 -3.779  -0.2246
P2 -0.945 -3.121 -5.650  0.7336
O5 -0.474 -1.768 -6.246  -0.4947
C19 0.428 -2.293 -3.056  -0.1950
O6 1.477 -1.686 -3.809  -0.0366
N2 -0.776 -2.766 0.827  -0.1860
N3 0.222 -3.596 1.381  0.0308
H1 -0.432 6.578 -0.507  0.0693
H2 -2.018 5.707 0.128  0.0691
H3 -0.711 4.785 -0.844  0.0828
H4 -0.182 6.222 2.045  0.1039
H5 0.954 5.150 1.067  0.0846
H6 -1.629 4.368 2.811  0.1059
H7 -1.331 3.442 1.229  0.1160
H8 -0.032 3.002 3.914  0.1053
H9 1.310 3.378 2.748  0.1022
H10 -2.034 2.582 4.080  0.0519
H11 -1.989 1.494 6.090  0.1126
H12 -1.627 -0.156 5.294  0.1048
H13 -3.642 -0.291 6.761  0.0854
H14 -4.233 -0.530 5.041  0.0343
H15 -4.486 1.132 5.959  0.0526
H16 -2.127 -3.257 3.961  0.0781
H17 -3.399 -2.404 4.649  0.0608
H18 -4.047 -2.853 2.056  0.1033
H19 4.244 0.585 -0.032  0.0786
H20 2.934 2.234 -1.700  0.0862
H21 -2.725 -4.095 -0.738  0.0952
H22 -2.773 -4.232 -3.432  0.0863
H23 -0.293 -4.257 -6.225  0.0121
H24 -2.370 -3.195 -5.921  0.0140
H25 1.085 -0.954 -4.358  0.1263
H26 0.604 -4.207 0.644  0.0937
H27 -0.143 -4.164 2.160  0.0839
N4 5.993 -1.108 -5.213  -0.3086
S2 4.435 -1.326 -5.276  0.4936
O7 3.950 -2.384 -6.133  -0.3022
O8 3.592 -0.156 -5.166  -0.3040
F1 4.211 -1.987 -3.836  -0.2130
S3 6.558 -0.521 -6.557  0.4859
O9 7.999 -0.611 -6.664  -0.3188
O10 5.992 0.714 -7.049  -0.3056
F2 6.098 -1.579 -7.658  -0.2049

Calculated calculated total energy (eV), listed in the same order as above: -29699.94742 -352077.40190 -59421.74685 -111867.39821